[1]
89
Properties=species:S:1:pos:R:3:mulliken_spin:R:1 method="wB97M-V/def2-TZVPD" total_charge=+1 gap_ha="0.182 / 0.204" spin_multiplicity=3 s2=2.010
C 2.5803 -4.0061 5.9689 0.00
C 2.0438 -4.5464 4.4791 0.00
O 2.7514 -5.6328 4.0539 0.00
N 0.8666 -4.0720 3.7219 0.00
C 0.1741 -5.3340 3.3291 0.00
N 1.0251 -3.0902 2.7788 0.00
C 0.2050 -3.2855 1.5163 0.00
C 0.0692 -2.0476 0.4774 0.00
N -1.3727 -1.8815 -0.0470 0.00
P 2.7183 -2.5812 2.5025 0.00
O 3.3975 -1.8345 3.7633 0.00
O 2.9428 -1.3243 1.2661 0.00
O 3.7565 -3.8720 1.8589 0.00
S 0.2777 -1.6870 3.6035 0.00
O -1.2441 -1.5677 3.3618 0.00
O 0.4223 -1.7953 5.1723 0.00
F 0.9802 -0.1870 3.1838 0.00
H 2.6438 -2.8420 6.0419 0.00
H 1.7146 -4.3324 6.7236 0.00
H 3.5712 -4.5451 6.3093 0.00
H -0.9932 -5.2226 3.1003 0.00
H 0.2056 -6.1218 4.2269 0.00
H 0.7233 -5.8950 2.4299 0.00
H -0.9466 -3.5381 1.7183 0.00
H 0.7382 -4.1575 0.8962 0.00
H 0.4010 -0.9946 0.8325 0.00
H 0.7100 -2.2888 -0.5006 0.00
H -1.9069 -1.2778 0.6172 0.00
H -1.8153 -2.8328 -0.1566 0.00
H 3.9362 -1.1586 1.2711 0.00
H 4.6221 -3.8813 2.3648 0.00
C 1.7920 2.0072 -4.0878 0.02
C 2.5072 0.9263 -3.2195 0.02
C 3.9654 0.6877 -3.7089 0.02
C 4.0959 -0.2046 -4.9356 -0.01
C 3.3088 -1.4948 -4.7557 0.02
C 1.8234 -1.2319 -4.4028 0.03
N 1.6698 -0.3206 -3.2157 0.33
O 2.0042 -1.0610 -2.0679 0.59
C 1.1166 -0.6344 -5.6510 0.01
C 1.1013 -2.6018 -4.1976 -0.01
C 2.6285 1.6045 -1.8109 -0.01
H 0.8418 1.6570 -4.5047 -0.01
H 1.5142 2.8921 -3.5062 0.00
H 2.4177 2.3470 -4.9203 0.00
H 4.5501 0.2207 -2.9025 0.00
H 4.4546 1.6488 -3.9188 0.00
H 3.7642 0.3318 -5.8292 0.00
H 5.1532 -0.4450 -5.1022 0.00
H 3.3821 -2.0937 -5.6749 0.00
H 3.7853 -2.0957 -3.9694 0.00
H 0.0646 -0.4091 -5.4385 -0.01
H 1.1325 -1.3459 -6.4866 0.00
H 1.5891 0.2725 -6.0284 0.00
H 1.5720 -3.2180 -3.4236 0.00
H 1.1199 -3.1984 -5.1181 0.00
H 0.0487 -2.4544 -3.9259 0.00
H 1.6424 1.7672 -1.3574 0.00
H 3.1207 2.5818 -1.8930 0.00
H 3.2344 1.0164 -1.1120 0.00
C -2.1798 4.8220 0.0771 0.01
C -3.3621 3.8415 -0.1960 0.01
C -4.7312 4.5112 0.1201 0.02
C -5.1021 4.5548 1.5961 -0.02
C -4.9476 3.1827 2.2364 0.02
C -3.5304 2.5932 2.0264 0.03
N -3.1268 2.5755 0.5772 0.29
O -3.8501 1.5461 -0.0509 0.65
C -2.5205 3.4203 2.8694 0.02
C -3.4703 1.1744 2.6772 -0.03
C -3.3258 3.6427 -1.7509 -0.01
H -1.4270 4.4024 0.7529 -0.01
H -1.6159 5.0582 -0.8311 0.00
H -2.5218 5.7708 0.5049 0.00
H -5.5331 3.9680 -0.4015 0.00
H -4.7511 5.5348 -0.2785 0.00
H -4.4911 5.2979 2.1167 0.00
H -6.1413 4.8897 1.7023 0.00
H -5.1743 3.2575 3.3098 0.00
H -5.7057 2.5072 1.8178 0.00
H -1.4968 3.0519 2.7317 -0.01
H -2.7506 3.3436 3.9399 0.00
H -2.5317 4.4864 2.6422 0.00
H -4.2285 0.4918 2.2778 0.00
H -3.6466 1.2295 3.7587 0.00
H -2.4845 0.7161 2.5305 0.01
H -2.4113 3.1254 -2.0683 0.00
H -3.3541 4.6112 -2.2658 0.00
H -4.1869 3.0752 -2.1223 0.00

[2]
74
Properties=species:S:1:pos:R:3:lowdin_charge:R:1 method="wB97M-V/def2-TZVPD" relative_energy_ev=0.0000 gap_ha=0.286
Tl 0.2985 1.1993 0.6891 1.18
S 4.9646 1.2605 1.5417 1.15
C 4.9174 1.2953 -0.1953 -0.44
C 5.9612 1.2577 -1.1113 -0.08
C 5.6427 1.3073 -2.4552 -0.08
C 4.3141 1.3955 -2.8831 -0.07
C 3.2762 1.4292 -1.9759 0.00
C 3.5814 1.3769 -0.6167 -0.29
N 2.6749 1.4129 0.4149 0.02
C 3.2262 1.3579 1.5833 -0.51
C 2.4471 1.3306 2.8237 -0.25
C 3.0846 1.3434 4.0634 -0.04
C 2.3491 1.2740 5.2330 -0.07
C 0.9681 1.1865 5.1720 -0.07
C 0.3207 1.1826 3.9403 -0.10
C 1.0477 1.2603 2.7682 -0.16
H 6.9896 1.1875 -0.7833 0.11
H 6.4358 1.2745 -3.1905 0.11
H 4.1031 1.4422 -3.9432 0.11
H 2.2412 1.4986 -2.2868 0.12
H 4.1660 1.4037 4.1062 0.09
H 2.8556 1.2826 6.1890 0.11
H 0.3820 1.1161 6.0793 0.11
H -0.7589 1.1140 3.9216 0.08
C -2.5392 -0.4359 -3.8631 -0.08
C -1.8169 -0.7655 -2.5491 -0.20
C -2.7951 -0.7981 -1.4026 -0.19
C -3.7184 -1.8359 -1.3210 -0.06
C -4.7090 -1.8402 -0.3562 -0.07
C -4.8100 -0.7766 0.5262 -0.04
C -3.8987 0.2704 0.4922 -0.16
C -4.0520 1.4245 1.4559 -0.19
C -3.1244 1.3124 2.6689 -0.08
C -2.8627 0.2351 -0.4600 -0.18
N -1.8719 1.2488 -0.4541 0.02
C -1.9965 2.3307 -1.1382 -0.07
C -0.9770 3.3120 -1.1589 -0.33
C -0.9578 4.5816 -1.7431 -0.04
C 0.2780 5.1412 -1.4212 -0.09
C 0.9573 4.1906 -0.6577 -0.16
N 0.2087 3.0881 -0.5080 -0.06
H -1.8196 -0.2526 -4.6624 0.07
H -3.1593 0.4553 -3.7481 0.07
H -3.1894 -1.2556 -4.1705 0.07
H -1.0438 -0.0265 -2.3586 0.09
H -1.3196 -1.7335 -2.6335 0.11
H -3.6535 -2.6478 -2.0371 0.12
H -5.4097 -2.6638 -0.3001 0.10
H -5.6100 -0.7522 1.2574 0.11
H -5.0874 1.4525 1.7977 0.11
H -3.8546 2.3674 0.9434 0.11
H -3.3242 0.3907 3.2174 0.09
H -3.2585 2.1593 3.3428 0.08
H -2.0874 1.3006 2.3398 0.02
H -2.8956 2.5131 -1.7306 0.15
H -1.7583 5.0206 -2.3188 0.10
H 0.6425 6.1187 -1.6931 0.09
H 1.9514 4.2547 -0.2389 0.11
O 1.5584 -1.4478 1.2396 0.05
C 0.7837 -1.6743 0.3127 -0.60
O 0.1762 -0.7876 -0.4032 -0.11
C 0.4448 -3.0965 -0.0455 -0.10
C -0.8949 -3.4397 -0.2032 0.00
C -1.2546 -4.7545 -0.4604 -0.05
C -0.2796 -5.7286 -0.5839 0.00
C 1.0522 -5.3656 -0.4481 -0.14
C 1.4291 -4.0623 -0.1696 0.07
N 2.0859 -6.3915 -0.5959 -0.35
O 3.2447 -6.0247 -0.6523 0.08
O 1.7286 -7.5547 -0.6495 0.07
H -1.6466 -2.6633 -0.1306 0.10
H -2.2985 -5.0165 -0.5716 0.11
H -0.5281 -6.7592 -0.7884 0.12
H 2.4723 -3.8066 -0.0514 0.13

[3]
26
Properties=species:S:1:pos:R:3:nbo_charge:R:1 method="wB97M-V/def2-TZVPD" total_charge=-1 gap_ha=0.252
C 3.4425 1.0180 0.5468 -0.64
C 2.6490 -0.0415 -0.2554 0.09
O 3.1455 -1.3449 0.0557 -0.73
C 1.1547 0.0651 0.0030 -0.75
P 0.0590 -0.7875 -1.3574 0.66
C -1.5374 -0.3616 -0.3280 -0.01
C -2.0510 0.9358 -0.2598 -0.28
C -3.1904 1.2390 0.4671 -0.19
C -3.8244 0.1887 1.1284 -0.31
C -3.2609 -1.0734 1.0061 0.02
N -2.1618 -1.3656 0.3141 -0.46
H 3.5719 1.9380 -0.0168 0.20
H 4.4270 0.6170 0.7808 0.20
H 2.9108 1.2227 1.4714 0.19
H 2.8387 0.0927 -1.3170 0.17
H 2.9857 -1.4888 0.9911 0.45
H 0.9230 1.1351 0.0368 0.19
H 0.9620 -0.3440 1.0012 0.18
H 0.1473 -2.0574 -0.6378 -0.17
H -0.8074 -1.4063 -2.3804 -0.17
H -0.0494 0.5324 -2.0310 -0.22
H 1.2382 -1.1288 -2.1606 -0.18
H -1.5315 1.7178 -0.8001 0.21
H -3.5766 2.2465 0.5167 0.19
H -4.7136 0.3522 1.7159 0.19
H -3.7509 -1.9010 1.5091 0.16